1.
Molecular formula: C37H86NO16Zn
Method: DFT, ωB97M-V/def2-TZVPD

E_HOMO (spin up / spin down) ... -5.8 / -5.8 eV
LUMO level (spin up / spin down) ... -0.36 / -2.55 eV
Spin multiplicity ... 2
Gap between HOMO and LUMO (spin up / spin down) ... 5.48 / 3.29 eV
Total charge ... 0
Calculated total energy ... -122421.30447 eV

The geometry in XYZ format:
```
141
Properties=species:S:1:pos:R:3:forces:R:3
Zn 1.256 1.695 2.812 1.21 0.22 0.87
C 0.539 -1.835 0.538 -0.73 1.77 1.56
C -0.050 -0.856 -0.485 -1.23 -2.19 -1.98
C -1.203 -1.668 -1.182 -1.61 0.23 -0.80
C -2.089 -0.881 -2.157 1.14 2.37 -0.28
C -2.562 0.390 -1.416 -2.41 -2.04 -2.14
C -1.630 1.206 -0.655 1.34 2.12 1.24
N -0.714 0.338 0.136 4.71 2.88 2.79
O 0.242 1.150 0.997 -4.11 -3.24 -3.72
C -2.493 2.093 0.300 -0.14 0.13 0.43
C -0.793 2.132 -1.630 0.31 -0.62 0.38
C 1.010 -0.627 -1.555 0.86 1.68 -0.07
H 1.350 -1.359 1.091 0.30 -0.13 -0.15
H 0.820 -2.835 0.210 -0.21 0.35 -0.42
H -0.267 -1.860 1.272 0.08 -0.75 0.37
H -1.958 -1.986 -0.464 0.40 -0.35 0.60
H -0.868 -2.555 -1.720 0.61 -0.05 0.43
H -2.962 -1.344 -2.618 0.07 -0.62 0.69
H -1.606 -0.476 -3.046 0.89 -0.42 -0.13
H -3.441 0.012 -0.894 0.06 0.49 0.95
H -2.981 1.068 -2.159 -0.22 0.03 -0.09
H -2.818 1.557 1.192 0.47 -0.32 0.11
H -3.461 2.391 -0.105 0.11 -0.22 -0.82
H -2.071 3.045 0.623 0.60 -0.28 -0.04
H -1.464 2.613 -2.342 0.05 0.00 0.15
H -0.022 1.592 -2.179 -0.51 -0.41 -0.26
H -0.158 2.865 -1.132 -0.61 0.25 0.56
H 0.786 -0.166 -2.518 -0.98 -0.34 0.01
H 1.546 -1.546 -1.792 0.00 0.00 0.39
H 1.675 0.139 -1.156 0.68 -0.32 0.29
C 2.929 -1.202 5.369 -2.79 2.94 -3.75
C 3.676 -0.989 6.533 2.51 -3.28 0.59
C 3.880 0.457 7.013 3.73 -1.16 4.46
O 4.641 0.735 7.986 -0.55 -1.94 -0.21
C 3.424 1.542 6.399 -4.12 1.56 -6.09
C 2.747 1.371 5.119 1.78 -1.50 3.80
C 2.365 -0.084 4.588 3.15 -0.62 5.46
O 1.551 -0.079 3.656 -1.54 -0.85 -2.49
O 2.424 2.345 4.435 -1.36 1.36 -2.22
O 4.280 -2.024 7.004 -1.56 3.43 -0.23
H 2.757 -2.194 4.978 0.06 -0.14 0.25
H 3.566 2.552 6.752 0.25 -0.16 0.09
C -5.045 -3.098 -2.101 -2.25 0.76 1.12
C -6.099 -4.310 -1.952 2.94 1.85 -0.74
O -5.273 -5.389 -2.325 -0.72 -1.59 0.06
H -4.171 -3.224 -1.462 -0.20 -0.34 0.24
H -5.615 -2.244 -1.737 0.26 0.58 0.33
H -4.649 -2.739 -3.050 -0.50 -0.97 -0.54
H -6.993 -4.191 -2.564 0.25 -0.16 -0.22
H -6.395 -4.426 -0.909 -0.15 0.35 0.04
H -4.924 -5.677 -1.479 0.34 -0.50 -0.27
C 2.687 -6.270 -1.449 -0.13 0.00 -0.98
C 2.274 -5.035 -0.699 -0.38 -1.15 1.12
O 3.305 -4.756 0.179 1.47 1.57 0.41
H 3.450 -5.943 -2.155 -0.18 -0.29 -0.48
H 1.795 -6.686 -1.918 0.25 -0.18 -0.54
H 3.180 -7.052 -0.872 -0.37 0.27 0.53
H 1.354 -5.229 -0.147 -0.32 -0.01 0.09
H 2.074 -4.195 -1.364 0.13 0.14 -0.21
H 3.110 -4.860 1.113 -0.42 -0.40 -0.01
C -0.015 5.445 1.488 -0.81 1.11 0.29
C 0.682 4.923 2.739 0.07 2.89 -2.21
O 1.326 3.762 2.287 -0.38 -1.32 1.38
H 0.685 5.678 0.686 0.12 -0.47 -0.14
H -0.477 6.412 1.685 -0.21 0.12 0.16
H -0.817 4.785 1.156 0.22 -0.15 -0.14
H -0.006 5.077 3.571 0.02 -1.97 0.36
H 1.415 5.694 2.974 0.52 -0.17 0.22
H 1.903 4.029 1.568 0.39 -0.03 -0.34
C 2.985 2.918 -1.876 0.08 -0.49 1.61
C 3.502 4.130 -1.057 -1.45 0.89 -2.06
O 3.438 4.058 0.361 0.12 -1.21 0.07
H 3.711 2.111 -1.778 -0.04 -0.20 -0.28
H 2.762 3.108 -2.925 0.55 0.51 0.05
H 2.034 2.543 -1.497 -0.01 0.03 0.38
H 2.814 4.939 -1.300 0.17 0.36 -0.40
H 4.471 4.376 -1.491 0.30 0.11 0.67
H 3.966 4.760 0.747 0.24 0.01 -0.02
C 5.227 0.915 1.301 3.74 1.28 -0.70
C 3.885 0.426 1.432 -1.42 -1.16 -0.47
O 2.990 1.490 1.703 -0.19 0.52 0.05
H 5.504 1.423 0.378 -0.81 0.36 -0.53
H 5.989 0.138 1.239 -0.20 -0.43 0.62
H 5.540 1.644 2.049 -0.20 -0.34 0.52
H 3.859 -0.334 2.213 -0.60 0.15 -0.01
H 3.544 0.054 0.467 0.07 -0.90 0.08
H 3.161 2.120 0.999 -0.06 0.63 0.03
C 1.736 -0.234 -5.168 0.82 0.29 0.66
C 2.285 0.521 -6.400 -0.04 0.40 2.02
O 1.554 0.027 -7.446 -0.54 -0.58 -2.24
H 2.290 -0.041 -4.249 0.09 0.56 0.01
H 1.761 -1.323 -5.182 0.18 -0.06 -0.88
H 0.691 0.020 -4.988 0.13 0.28 -0.13
H 3.351 0.524 -6.624 0.32 -0.95 0.47
H 2.115 1.596 -6.335 -0.43 0.32 0.61
H 2.013 0.345 -8.227 -0.41 -0.21 -0.55
C 1.357 -4.384 3.419 -0.39 -1.19 0.25
C 1.350 -5.943 3.163 -0.37 1.51 -0.03
O 2.515 -6.339 2.458 0.34 -0.04 0.02
H 2.154 -4.048 4.082 0.22 -0.30 -0.21
H 0.438 -4.110 3.937 -0.20 -0.11 -0.03
H 1.373 -3.794 2.502 0.19 -0.20 -0.14
H 0.508 -6.216 2.527 -0.24 0.22 -0.05
H 1.186 -6.493 4.090 0.38 0.08 0.15
H 2.989 -7.034 2.922 -0.02 0.09 0.07
C -2.077 5.200 -3.307 0.20 0.30 -0.70
C -3.315 5.637 -2.559 -0.17 -0.08 -0.17
O -4.236 6.302 -3.430 0.60 -0.09 -0.21
H -1.354 4.743 -2.630 -0.10 0.03 0.07
H -1.592 6.062 -3.764 0.03 0.17 0.11
H -2.259 4.526 -4.144 -0.28 -0.22 0.16
H -2.958 6.310 -1.779 -0.32 0.16 0.27
H -3.788 4.769 -2.100 -0.10 -0.05 0.17
H -5.141 6.270 -3.109 0.15 -0.13 0.28
C -2.688 1.413 4.215 1.17 -0.83 -0.36
C -1.195 0.926 4.176 -2.19 -1.52 0.32
O -0.415 2.018 3.925 0.59 1.91 0.14
H -2.847 1.826 5.211 -0.44 -0.45 0.13
H -3.319 0.569 3.935 -0.41 0.19 0.50
H -2.898 2.240 3.537 0.25 -0.15 -0.42
H -0.863 0.167 3.468 -0.79 -0.05 -0.40
H -0.991 0.450 5.136 0.27 0.23 0.31
H -0.881 2.757 4.322 0.64 0.52 -0.04
C -3.301 -0.044 -5.718 0.59 0.09 -0.35
C -1.763 0.234 -5.872 0.02 -0.74 0.91
O -1.301 0.553 -7.151 -1.72 0.91 -0.96
H -3.621 -0.921 -6.280 0.08 0.09 -0.15
H -3.971 0.785 -5.948 0.41 0.25 -0.63
H -3.590 -0.221 -4.682 0.60 -0.28 0.29
H -1.184 -0.619 -5.520 -0.41 -0.59 0.11
H -1.489 0.987 -5.133 -0.07 0.70 -0.01
H -0.402 0.337 -7.410 0.38 -0.43 0.83
C -3.142 -2.285 2.148 1.13 0.10 -1.17
C -3.637 -3.091 3.311 1.05 0.89 0.96
O -2.439 -3.537 4.026 -1.28 -0.84 -0.44
H -2.329 -1.641 2.483 0.05 0.22 0.23
H -3.747 -1.630 1.521 -0.80 -0.25 0.37
H -2.645 -2.974 1.466 0.03 -0.09 -0.17
H -4.240 -3.946 3.003 0.32 -0.12 0.25
H -4.211 -2.460 3.990 -0.31 -0.12 0.08
H -1.826 -2.810 4.153 -0.16 0.26 -0.09
```
Forces are in eV/Å.


2.
Molecular formula: C5H11N2O3
Method: DFT, ωB97M-V/def2-TZVPD

E_HOMO ... -14.2 eV
LUMO level ... -4.95 eV
Relative energy (zero: lowest compared OMol25 entry of this formula, charge and spin) ... 149.3 kcal per mole
Gap between HOMO and LUMO ... 9.27 eV
Total charge ... +1
Calculated total energy ... -14473.52467 eV

The geometry in XYZ format:
```
21
Properties=species:S:1:pos:R:3:forces:R:3
C -0.131 -0.571 -0.114 -0.10 0.20 0.63
C 0.890 0.583 0.291 -0.31 0.31 1.71
C -0.416 -0.614 -1.573 0.37 -0.65 -1.45
C 0.301 -1.927 0.384 -0.48 0.47 3.04
C 1.196 1.917 -0.360 -2.22 -1.84 -0.79
N -1.286 -0.091 0.656 1.00 0.20 0.52
N -1.041 1.143 1.037 0.62 -1.66 -0.82
O -1.899 1.862 1.394 -1.25 0.95 0.91
O 1.688 0.120 1.222 -2.59 -1.30 -1.79
O -2.460 -0.804 0.752 1.68 -0.01 -0.25
H -0.780 -1.564 -2.007 -0.58 0.43 0.92
H 0.564 -0.665 -1.978 1.20 0.36 -0.88
H -0.916 0.227 -2.034 -0.29 0.21 0.23
H -0.638 -2.509 0.512 0.80 0.23 0.26
H 0.953 -1.845 1.342 -1.69 -0.51 -1.57
H 0.864 -2.406 -0.332 1.33 -1.09 -1.64
H 0.653 1.882 -1.340 0.61 0.68 0.86
H 2.214 1.857 -0.476 2.68 0.05 -1.02
H 1.061 2.819 0.228 -0.74 -0.18 0.24
H 2.267 0.685 1.664 1.78 2.17 0.88
H -3.083 -0.098 0.732 -1.82 0.98 0.01
```
Forces are in eV/Å.


3.
Molecular formula: CH6S3
Method: DFT, ωB97M-V/def2-TZVPD

Structure (SMILES) ... CS.SS
E_HOMO ... -9.0 eV
LUMO level ... -0.23 eV
Relative energy (zero: lowest compared OMol25 entry of this formula, charge and spin) ... 27.0 kcal per mole
Gap between HOMO and LUMO ... 8.73 eV
Total charge ... 0
Calculated total energy ... -33638.72525 eV

The geometry in XYZ format:
```
10
Properties=species:S:1:pos:R:3:forces:R:3
C -0.852 -1.057 0.392 1.65 -1.87 1.18
S -2.142 -2.377 0.327 -0.08 0.28 -1.61
H -1.006 -0.430 1.311 0.39 -1.20 -0.50
H -0.827 -0.355 -0.360 -0.85 1.44 -2.14
H 0.197 -1.536 0.240 -1.68 0.73 1.13
H -2.336 -2.603 -1.081 0.57 0.62 1.93
S 2.463 1.488 -0.802 0.24 2.36 0.06
S 0.859 2.609 0.187 0.88 -0.31 -0.77
H 3.252 2.676 -1.115 -1.33 -1.87 0.66
H 0.392 1.583 0.902 0.21 -0.19 0.07
```
Forces are in eV/Å.


4.
Molecular formula: C20H19Cl5LaNOP2S2Te
Method: DFT, ωB97M-V/def2-TZVPD

E_HOMO ... -7.5 eV
LUMO level ... 0.01 eV
Relative energy (zero: lowest compared OMol25 entry of this formula, charge and spin) ... 0.0 kcal per mole
Gap between HOMO and LUMO ... 7.47 eV
Total charge ... 0
Calculated total energy ... -135599.52445 eV

The geometry in XYZ format:
```
52
Properties=species:S:1:pos:R:3:forces:R:3
La 9.632 13.002 5.862 -0.34 1.39 0.74
C 9.160 9.945 8.972 -0.31 -1.04 0.35
P 10.057 11.478 8.668 -0.52 0.69 0.07
C 9.760 12.255 10.339 -0.23 -0.90 0.86
C 11.793 11.010 8.729 1.42 0.86 0.49
C 12.264 9.823 9.293 -0.94 -0.63 0.02
C 13.593 9.488 9.326 1.35 1.24 -0.98
C 14.495 10.395 8.754 0.38 0.03 0.36
C 14.079 11.631 8.207 -0.40 -2.15 1.79
C 12.744 11.998 8.294 -0.59 -0.66 -0.56
P 12.122 13.672 7.808 0.19 -0.23 0.26
C 13.473 14.515 6.906 0.16 -1.73 -0.24
C 12.313 14.549 9.448 1.42 1.56 -0.31
H 9.343 9.102 8.294 0.39 0.43 0.05
H 8.084 10.097 8.899 -0.03 0.36 0.10
H 9.381 9.613 9.989 -0.10 -0.14 0.01
H 8.694 12.116 10.570 0.12 -0.08 -0.18
H 9.920 13.312 10.489 0.30 0.30 -0.54
H 10.313 11.720 11.152 -0.29 0.23 -0.76
H 11.595 9.086 9.730 -0.31 0.26 -0.21
H 13.995 8.569 9.718 -0.31 -0.16 0.25
H 15.577 10.168 8.860 -0.81 0.22 -0.50
H 14.875 12.220 7.881 0.78 1.37 -0.73
H 13.626 14.197 5.853 -0.18 0.02 0.78
H 14.368 14.394 7.519 0.16 0.43 -0.31
H 13.083 15.496 6.904 0.09 1.48 -0.05
H 11.792 15.543 9.498 0.07 -1.09 -0.21
H 13.415 14.827 9.657 -1.50 -0.75 -0.48
H 11.985 13.901 10.238 -0.25 -0.16 0.37
Cl 7.770 10.546 5.875 -0.17 -0.64 -0.17
C 9.357 9.786 5.546 -0.63 -2.39 1.38
C 10.317 10.674 5.306 2.26 0.23 -0.49
C 11.657 10.233 5.270 -1.20 0.12 -0.03
Cl 12.839 11.397 4.847 0.65 0.43 -0.08
C 12.009 8.940 5.546 -0.16 -0.67 -0.46
Cl 13.619 8.343 5.447 0.19 0.34 0.07
C 10.980 8.014 5.776 -1.34 -0.14 0.35
Cl 11.377 6.358 6.016 -0.02 -0.11 0.09
C 9.620 8.392 5.838 0.73 1.36 -0.56
Cl 8.407 7.253 6.282 0.00 0.35 -0.18
O 11.270 14.193 4.162 -0.47 -0.26 0.54
S 10.276 13.846 3.080 -0.13 0.38 -1.24
N 8.906 13.447 3.458 0.53 -0.03 0.23
Te 7.915 14.408 8.073 -0.06 0.38 0.02
C 7.889 15.692 6.384 -0.01 0.07 0.42
C 8.903 16.344 5.729 1.66 0.13 -0.35
C 8.504 16.971 4.507 -0.07 0.04 0.92
C 7.163 16.887 4.369 -0.22 0.68 -1.73
S 6.397 16.016 5.576 -0.03 -0.72 0.48
H 9.973 16.480 6.033 -1.10 -0.65 0.14
H 9.174 17.502 3.844 -0.07 -0.06 0.00
H 6.611 17.267 3.518 -0.10 0.01 0.20
```
Forces are in eV/Å.


calculated total energy of number 2 (C5H11N2O3)?
-14473.52467 eV


The highest total charge belongs to which entry?
C5H11N2O3


Copy entry 3 word for word.
Molecular formula: CH6S3
Method: DFT, ωB97M-V/def2-TZVPD

Structure (SMILES) ... CS.SS
E_HOMO ... -9.0 eV
LUMO level ... -0.23 eV
Relative energy (zero: lowest compared OMol25 entry of this formula, charge and spin) ... 27.0 kcal per mole
Gap between HOMO and LUMO ... 8.73 eV
Total charge ... 0
Calculated total energy ... -33638.72525 eV

The geometry in XYZ format:
```
10
Properties=species:S:1:pos:R:3:forces:R:3
C -0.852 -1.057 0.392 1.65 -1.87 1.18
S -2.142 -2.377 0.327 -0.08 0.28 -1.61
H -1.006 -0.430 1.311 0.39 -1.20 -0.50
H -0.827 -0.355 -0.360 -0.85 1.44 -2.14
H 0.197 -1.536 0.240 -1.68 0.73 1.13
H -2.336 -2.603 -1.081 0.57 0.62 1.93
S 2.463 1.488 -0.802 0.24 2.36 0.06
S 0.859 2.609 0.187 0.88 -0.31 -0.77
H 3.252 2.676 -1.115 -1.33 -1.87 0.66
H 0.392 1.583 0.902 0.21 -0.19 0.07
```
Forces are in eV/Å.


Which of these has the highest calculated total energy?
C5H11N2O3